Below is an isolated molecule of C7H12N2O6 at a distorted geometry, with properties calculated with the ωB97M-V functional and the def2-TZVPD basis.

Last column: natural (NBO) charge in e.
Positions of all 27 atoms, in Å:
C: -0.145 1.146 0.112  -0.176
C: -0.841 -0.096 0.718  0.693
C: 0.305 2.027 1.290  -0.517
C: 1.042 1.323 2.367  0.823
C: -0.280 -1.739 -1.079  -0.194
C: 1.137 -1.650 -0.510  0.783
C: -0.320 -1.133 -2.516  -0.084
H: -1.214 1.303 -1.569  0.359
H: -1.744 2.317 -0.489  0.348
H: 0.783 0.772 -0.390  0.246
H: 0.894 2.857 0.946  0.256
H: -0.632 2.503 1.564  0.233
H: 1.743 1.614 4.102  0.495
H: -1.608 -1.939 0.511  0.410
H: -0.594 -2.806 -1.206  0.235
H: 0.270 -0.177 -2.551  0.180
H: 0.033 -1.851 -3.286  0.199
H: -2.039 -0.610 -2.058  0.468
H: 2.067 -2.592 0.813  0.505
N: -0.839 1.928 -0.894  -0.791
N: -1.279 -1.187 -0.153  -0.674
O: -1.032 -0.079 1.892  -0.557
O: 1.812 0.411 2.210  -0.615
O: 0.975 1.958 3.576  -0.687
O: 1.977 -0.920 -0.928  -0.565
O: -1.655 -0.843 -2.919  -0.715
O: 1.188 -2.535 0.447  -0.661

Output
Energy above the lowest of the compared OMol25 structures with the same formula, charge and spin ... 31.4 kcal per mole
HOMO level ... -9.74 eV
Molecular weight ... 220.18 g/mol
Structure (SMILES) ... N[C@@H](CC(=O)O)C(=O)N[C@@H](CO)C(=O)O
E ... -834.9067 Ha
Charge ... 0